Record 1
A structure of composition C29H85As3BF22N7O10. Source: the Open Molecules 2025 dataset; level of theory: ωB97M-V with the def2-TZVPD basis set.

Total charge: +2
Kohn-Sham gap in eV: 8.9896
DFT total energy in eV: -305337.72620

Geometry (Å):
1 C 7.1640 -21.2810 22.2270
2 C 7.1230 -19.8336 21.7698
3 C 8.2534 -18.9273 22.3119
4 O 7.8572 -17.6522 21.8946
5 C 8.8858 -16.6856 22.0188
6 N 7.1898 -19.8392 20.2963
7 H 8.0237 -20.4049 20.0651
8 H 5.8219 -20.3956 19.4610
9 H 7.3300 -18.8689 19.9763
10 H 8.1119 -21.7525 21.9115
11 H 6.2818 -21.7367 21.7045
12 H 6.9919 -21.4787 23.2759
13 H 6.2426 -19.3260 22.0698
14 H 9.2238 -19.1583 21.8208
15 H 8.2784 -19.0308 23.4700
16 H 9.4015 -16.7725 22.9549
17 H 8.4081 -15.6911 21.9111
18 H 9.6216 -16.7746 21.2344
19 C -0.5445 -13.2729 21.6140
20 C 0.0549 -14.5790 21.1679
21 C -0.6886 -15.3629 20.1339
22 O -0.7837 -14.6219 18.9442
23 C -1.8065 -15.1475 18.0545
24 N 1.3728 -14.2365 20.5466
25 H 1.2586 -14.0625 19.5452
26 H 1.8052 -13.3983 21.0080
27 H 2.0190 -15.0450 20.5740
28 H -0.2359 -13.0126 22.6339
29 H -1.5929 -13.2363 21.5234
30 H -0.2455 -12.5378 20.8365
31 H 0.1682 -15.1938 22.0827
32 H -1.6824 -15.5336 20.4727
33 H -0.2810 -16.3546 19.9576
34 H -2.0192 -16.2137 18.2883
35 H -1.5508 -15.0068 17.0462
36 H -2.7471 -14.6539 18.2872
37 C -0.7563 -9.1753 15.7158
38 C -0.9386 -8.5592 17.0811
39 C 0.3857 -8.1867 17.7578
40 O 0.1184 -7.4423 18.9458
41 C 1.0506 -7.6678 19.9859
42 N -1.6511 -7.2110 17.0502
43 H -2.6545 -7.2513 16.9425
44 H -1.4414 -6.6712 17.9366
45 H -1.3669 -6.6471 16.2635
46 H 0.0786 -8.7194 15.1739
47 H -1.7256 -8.8798 15.2039
48 H -0.6078 -10.2304 15.7516
49 H -1.5482 -9.1407 17.7389
50 H 1.0270 -7.5944 17.0624
51 H 0.8883 -9.1831 17.9495
52 H 2.0492 -7.1645 19.7905
53 H 1.1425 -8.7159 20.3065
54 H 0.6627 -7.1428 20.8161
55 C 7.5282 -15.8965 14.5453
56 C 7.7026 -15.2263 15.8677
57 C 8.8613 -14.3031 15.8003
58 O 9.0737 -14.0575 17.1515
59 C 9.6046 -12.8302 17.4559
60 N 6.5186 -14.4602 16.2742
61 H 6.1598 -13.8452 15.5477
62 H 5.7557 -14.9926 16.6946
63 H 6.9141 -13.9258 17.0265
64 H 7.0264 -15.2899 13.7466
65 H 6.9229 -16.8189 14.7081
66 H 8.5260 -16.1842 14.1889
67 H 7.8993 -15.9877 16.6339
68 H 8.6000 -13.4337 15.2016
69 H 9.6791 -14.8813 15.3805
70 H 8.9410 -12.0385 17.2221
71 H 10.6195 -12.5697 17.1857
72 H 9.6876 -12.7515 18.5656
73 C 3.5185 -8.5376 14.6463
74 C 2.6449 -9.6845 14.1757
75 C 1.9262 -9.3738 12.8392
76 O 1.0180 -10.4437 12.6524
77 C 0.5315 -10.8447 11.3970
78 N 3.4434 -10.8961 13.9680
79 H 2.9521 -11.5644 13.4393
80 H 4.3240 -10.6443 13.4920
81 H 3.7106 -11.3246 14.8034
82 H 2.9791 -7.6147 14.7927
83 H 4.2929 -8.3152 13.9076
84 H 4.0264 -8.8553 15.5829
85 H 2.0158 -10.0738 15.0458
86 H 2.7189 -9.4189 12.0872
87 H 1.4669 -8.4307 12.8847
88 H 1.1949 -11.5747 10.8406
89 H 0.4311 -10.0459 10.6898
90 H -0.4596 -11.3148 11.5273
91 C 0.1738 -21.1643 16.9870
92 C 0.7489 -20.2067 18.0825
93 C -0.2579 -20.1757 19.2944
94 O -0.1247 -21.3917 19.9289
95 C -1.2533 -22.1069 20.4142
96 N 2.0346 -20.8198 18.6496
97 H 1.8163 -21.7178 19.1589
98 H 2.7784 -21.0583 17.9224
99 H 2.4909 -20.3169 19.3791
100 H 0.9545 -21.4223 16.2638
101 H -0.6277 -20.7236 16.3274
102 H -0.1789 -22.1126 17.3665
103 H 0.9970 -19.2575 17.7159
104 H -1.2194 -19.9647 18.9447
105 H -0.0524 -19.3798 19.9610
106 H -0.9151 -22.8597 21.1058
107 H -1.5286 -22.7461 19.5131
108 H -2.1067 -21.4768 20.7504
109 C 5.3564 -16.0761 24.9524
110 C 5.2913 -15.4049 23.5679
111 C 6.0978 -14.1750 23.4266
112 O 5.5349 -13.5651 22.2701
113 C 6.2633 -12.3891 21.8689
114 N 5.4011 -16.3394 22.4032
115 H 5.1735 -15.9268 21.5101
116 H 6.4171 -16.6976 22.2370
117 H 4.7088 -17.1259 22.5320
118 H 6.3931 -16.1728 25.3008
119 H 4.9670 -17.1039 24.9527
120 H 4.6921 -15.5648 25.6791
121 H 4.2870 -15.0180 23.4716
122 H 7.2006 -14.2877 23.3261
123 H 5.9793 -13.5557 24.3244
124 H 5.9339 -12.0268 20.8727
125 H 7.3318 -12.6003 21.8834
126 H 6.0398 -11.5776 22.5948
127 B 6.3365 -12.1250 13.6704
128 F 6.1547 -11.1174 12.7423
129 F 7.4084 -12.9000 13.4592
130 F 6.2944 -11.5543 14.9694
131 F 5.1387 -12.9362 13.5676
132 As 1.9785 -18.2743 22.3154
133 F 2.6311 -19.0818 20.9052
134 F 2.8217 -16.8398 21.8001
135 F 1.3432 -17.2918 23.6513
136 F 1.2830 -19.7468 22.9243
137 F 3.4502 -18.6116 23.1905
138 F 0.5767 -17.9651 21.4410
139 As 3.3725 -11.3560 17.9509
140 F 3.0138 -12.9112 18.8167
141 F 2.5872 -12.0067 16.5903
142 F 3.5731 -9.9665 16.9056
143 F 4.1789 -10.6353 19.2538
144 F 4.8517 -12.0509 17.2322
145 F 1.9602 -10.6973 18.6694
146 As 4.7234 -16.9318 18.6596
147 F 5.0001 -18.0172 20.0116
148 F 4.7212 -18.2358 17.5614
149 F 4.4229 -15.8513 17.3647
150 F 4.8083 -15.5885 19.8330
151 F 6.4544 -16.7274 18.3410
152 F 3.0419 -16.9068 18.9501
153 O 6.5758 -21.3699 17.6010
154 C 5.2143 -21.1789 17.6935
155 O 5.0195 -20.7572 18.9364
156 O 4.3080 -21.3758 16.9509
157 H 6.6951 -21.8189 16.7555


Record 2
An isolated molecule of C6H4N2O2S. Source: the Open Molecules 2025 dataset; level of theory: ωB97M-V with the def2-TZVPD basis set.

Total charge: 0
Kohn-Sham gap in eV: 6.6878
Energy above the lowest of the compared OMol25 structures with the same formula, charge and spin in kJ/mol: 474.6
DFT total energy in eV: -24190.61178

Geometry (Å):
1 C 2.6169 -1.3863 -0.0591
2 C 2.3315 -0.1343 0.1831
3 C -0.1048 -0.4028 0.7988
4 C 1.9228 1.0992 -0.2867
5 C -0.3432 1.0375 0.7212
6 C -2.7074 -1.0131 -0.1967
7 N 3.0103 -2.4552 -0.2370
8 N 0.7887 1.6474 0.1534
9 O 2.6660 1.7266 -1.0408
10 O -1.4078 1.5363 0.9351
11 S -0.9475 -1.6434 0.2109
12 H -2.7280 -0.0298 0.1677
13 H -3.3225 -1.8042 0.1016
14 H -2.5091 -0.7632 -1.3284
15 H 0.7342 2.5852 -0.1232


Record 3
An isolated molecule of C5H11NO3. Source: the Open Molecules 2025 dataset; level of theory: ωB97M-V with the def2-TZVPD basis set.

Total charge: 0
Kohn-Sham gap in eV: 10.2170
SMILES string: CC(=O)[C@@H](N)CC(O)O
Energy above the lowest of the compared OMol25 structures with the same formula, charge and spin in kJ/mol: 146.8
DFT total energy in eV: -12995.32988

Geometry (Å):
1 C 0.5493 2.8088 0.6723
2 C 0.2467 1.5562 -0.1157
3 O 0.1512 1.5862 -1.3488
4 C -0.2349 0.3458 0.7163
5 N -1.6782 0.2387 0.6223
6 C 0.7234 -0.7479 0.1754
7 C 0.0492 -1.6324 -0.9476
8 O -1.0461 -2.3606 -0.4407
9 O 0.9842 -2.5885 -1.3926
10 H 0.3421 3.6923 0.0631
11 H -0.0860 2.8778 1.5597
12 H 1.5968 2.7970 0.9827
13 H 0.0419 0.5062 1.7634
14 H -1.9623 -0.7202 0.8414
15 H -1.9654 0.4179 -0.3451
16 H 0.9367 -1.4356 1.0043
17 H 1.7121 -0.4589 -0.1985
18 H -0.2588 -1.0275 -1.8037
19 H -1.4211 -2.8221 -1.2119
20 H 1.3192 -3.0333 -0.5962


What is the formula in the first record? C29H85As3BF22N7O10